(1)
DFT (ωB97M-V with the def2-TZVPD basis set) results for C44H54N5O4SeTi as an isolated structure.

Last column: Mulliken charge in e.
Positions of all 109 atoms, in Å:
Ti -0.59713 -0.42907 -2.11171  -2.435
C -4.89262 -1.21743 -2.42274  -0.897
C -4.95132 -2.62355 -2.57647  -0.746
C -3.79384 -3.33783 -2.69565  -0.888
C -2.55292 -2.66287 -2.67076  0.341
N -2.50913 -1.31220 -2.46027  1.073
C -3.66430 -0.62487 -2.35131  -0.566
C -1.28308 -3.24117 -2.89343  0.010
C -1.00759 -4.59928 -3.18979  -1.053
C 0.28942 -4.94069 -3.52785  -1.045
C 1.29225 -3.98966 -3.60330  -0.370
C 0.98127 -2.64843 -3.26285  -0.840
N -0.27966 -2.31849 -2.85291  1.814
C 1.84450 -1.53926 -3.42501  0.877
C 3.21476 -1.63054 -3.76487  -0.917
C 3.91183 -0.50161 -4.08362  -0.697
C 3.24946 0.74630 -4.08304  -1.289
C 1.94042 0.78139 -3.67580  -0.229
N 1.24287 -0.30536 -3.30566  1.115
H -5.78577 -0.61364 -2.34115  0.463
H -5.90813 -3.13148 -2.59824  0.399
H -3.81192 -4.41323 -2.81670  0.416
H -3.55941 0.43872 -2.18515  0.462
H -1.79754 -5.33589 -3.16629  0.433
H 0.51946 -5.97240 -3.76987  0.413
H 2.28702 -4.25084 -3.93164  0.382
H 3.69552 -2.59952 -3.76630  0.371
H 4.96273 -0.56483 -4.34006  0.436
H 3.74942 1.66217 -4.36466  0.441
H 1.39979 1.71818 -3.64027  0.554
C 6.14591 0.77885 1.77296  -1.634
C 4.83011 1.40773 2.25453  1.972
C 4.93218 2.92166 2.08002  -2.093
C 4.64621 1.10772 3.74984  -1.638
C 3.66594 0.81935 1.45899  -0.305
C 2.82620 1.57187 0.65724  -0.112
C 1.80241 0.96034 -0.05896  0.018
Se 0.53993 2.01334 -1.03046  0.253
C -0.79457 2.12666 0.32802  -0.268
C -0.85287 3.21507 1.18215  -0.265
C -1.81287 3.25562 2.18624  -0.295
C -2.64114 2.14019 2.30405  -0.676
C -2.58609 1.01090 1.49461  0.037
C -1.68006 1.03722 0.40900  -0.537
O -1.67841 0.09786 -0.49997  1.429
C -3.53731 -0.16045 1.81774  2.612
C -4.95329 0.20769 1.35745  -1.732
C -3.16239 -1.50692 1.18175  -1.941
C -3.54619 -0.40612 3.33492  -1.943
C -1.99293 4.43354 3.14114  2.070
C -1.82253 3.96235 4.59311  -1.617
C -3.39905 5.02472 2.96875  -1.634
C -0.97366 5.53971 2.87670  -2.129
C 1.59862 -0.42157 -0.04108  -0.188
O 0.66729 -0.99183 -0.79255  1.516
C 2.39312 -1.19781 0.83523  -0.447
C 3.40302 -0.55189 1.53385  -0.052
C 2.10290 -2.69079 1.03743  2.493
C 2.99470 -3.31924 2.11249  -2.560
C 2.31994 -3.46669 -0.26635  -1.472
C 0.64582 -2.86248 1.49004  -1.210
H 6.99397 1.17705 2.34028  0.468
H 6.13439 -0.30655 1.89602  0.290
H 6.30653 0.99115 0.71269  0.338
H 5.77756 3.29889 2.66184  0.444
H 5.09473 3.19664 1.03446  0.350
H 4.02888 3.42873 2.42943  0.346
H 5.47105 1.53546 4.32875  0.465
H 3.70881 1.53504 4.11547  0.342
H 4.62170 0.03374 3.94707  0.306
H 2.92937 2.64784 0.58516  0.448
H -0.14359 4.02201 1.04152  0.500
H -3.38638 2.14958 3.09245  0.207
H -4.97223 0.36770 0.27609  0.240
H -5.65221 -0.60160 1.59424  0.449
H -5.30624 1.12218 1.84359  0.284
H -3.25648 -1.50579 0.10095  0.104
H -2.13793 -1.79286 1.42376  0.217
H -3.83748 -2.26843 1.58721  0.524
H -3.89957 0.45150 3.90976  0.405
H -4.20700 -1.24858 3.55908  0.494
H -2.54133 -0.65740 3.68521  0.355
H -2.55617 3.19759 4.85702  0.305
H -0.82803 3.53438 4.74393  0.337
H -1.94823 4.80208 5.28475  0.456
H -4.17024 4.27620 3.16544  0.295
H -3.55135 5.86113 3.65977  0.460
H -3.54072 5.38649 1.94706  0.332
H 0.05192 5.17979 2.99865  0.358
H -1.07395 5.94714 1.86682  0.365
H -1.13309 6.35616 3.58708  0.452
H 4.03016 -1.14722 2.18245  0.399
H 4.05284 -3.29718 1.83470  0.426
H 2.88062 -2.82848 3.08351  0.410
H 2.70670 -4.36689 2.23296  0.464
H 3.34068 -3.32507 -0.63620  0.339
H 2.16170 -4.53701 -0.09657  0.502
H 1.62915 -3.13990 -1.03812  -0.064
H 0.47268 -2.34170 2.43702  0.395
H -0.04656 -2.46768 0.74839  -0.569
H 0.42789 -3.92546 1.63786  0.508
N -1.23236 -0.82009 -5.25216  -0.249
N -1.94012 0.37648 -5.33309  -0.358
C -1.81434 1.34556 -4.35877  0.212
O -2.27351 2.45979 -4.55299  -0.775
O -1.25789 0.96386 -3.24168  -0.033
H -0.39236 -0.82400 -5.81584  0.273
H -1.82366 -1.60948 -5.46404  0.251
H -2.16567 0.76794 -6.23449  0.247

The charge is -1. The energy above the lowest of the compared OMol25 structures with the same formula, charge and spin comes out at 5.2 kJ/mol. As for the HOMO energy (spin up / spin down): -2.2 / -4.8 eV. The calculation puts the lowest unoccupied orbital energy (spin up / spin down) at 2.394 / 2.307 eV. For the total energy, the calculation gives -150613.7999 eV. The spin multiplicity is 3.

---

(2)
DFT (ωB97M-V with the def2-TZVPD basis set) results for C44H55BCaFGe2N8 as an isolated structure.

Last column: Mulliken charge in e.
Positions of all 112 atoms, in Å:
Ca -0.01418 0.37231 1.79649  2.480
C 1.81256 3.75705 -0.85010  -1.061
C 2.96433 3.61962 0.15586  0.495
C 2.47067 4.01347 1.55144  -1.552
C 3.63849 2.25684 -0.04425  0.877
C 4.64187 2.22288 -1.01632  -0.775
C 5.24649 1.04050 -1.40797  -1.321
C 4.83260 -0.14023 -0.81197  -1.042
C 3.85047 -0.15621 0.18117  1.159
C 3.53244 -1.52514 0.78635  -0.012
C 4.07712 -1.68234 2.20767  -1.337
C 2.06266 -1.93532 0.71079  -0.759
C 3.24487 1.05830 0.57737  -1.285
N 2.22748 1.09843 1.57007  1.826
C 2.61760 1.54006 2.80680  1.138
C 3.95143 1.69715 3.25835  -0.873
C 4.25583 2.07085 4.56043  -0.859
C 3.26140 2.33664 5.49697  -0.802
C 1.93830 2.25092 5.08022  -0.902
C 1.66887 1.88696 3.78911  -0.254
F 0.32474 1.86997 3.39907  -0.063
H 1.34167 4.74291 -0.78001  0.743
H 1.05137 2.99958 -0.63966  -0.219
H 2.16486 3.60690 -1.87482  0.297
H 3.72322 4.35312 -0.12323  0.726
H 1.56148 3.47213 1.82526  -0.116
H 2.22778 5.07960 1.54372  0.547
H 3.22001 3.83913 2.32724  0.334
H 4.94101 3.15808 -1.48355  0.367
H 6.01957 1.03797 -2.17020  0.323
H 5.28917 -1.07991 -1.10823  0.362
H 4.07113 -2.24016 0.16529  0.727
H 3.62891 -0.95905 2.88562  -0.064
H 5.16021 -1.52762 2.22574  0.361
H 3.86460 -2.68684 2.59014  0.491
H 1.47870 -1.28564 1.35194  -0.097
H 1.91700 -2.95530 1.07475  0.736
H 1.68247 -1.87274 -0.31337  -0.095
H 4.74860 1.50310 2.55162  0.515
H 5.29836 2.15501 4.84955  0.382
H 3.50196 2.61997 6.51425  0.373
H 1.11034 2.47988 5.74202  0.447
C -1.54270 2.43695 -4.46184  -1.566
C -1.35770 2.15953 -2.96449  0.389
Ge -0.85882 0.30210 -2.66611  -0.258
C 1.07941 0.09425 -2.53634  1.006
C 1.81934 0.68709 -3.74448  -1.492
C -1.50143 -0.81296 -4.16449  -0.334
C -2.20667 -1.82697 -3.62889  -0.738
Ge -2.07258 -1.56975 -1.66130  0.037
C -3.74368 -1.26739 -0.71159  0.287
C -4.29524 0.13512 -1.02045  -1.292
C -1.07119 -3.09509 -0.96744  0.248
C -1.97192 -4.30116 -0.65954  -1.531
C -2.80479 -2.96459 -4.38742  0.279
C -3.89838 -3.67022 -3.87815  0.361
C -4.45946 -4.73632 -4.57216  -0.878
C -3.92682 -5.12842 -5.79473  -0.329
C -2.83433 -4.44161 -6.31403  -0.711
C -2.28251 -3.37458 -5.61694  -0.554
H -1.76903 3.49324 -4.63389  0.419
H -2.36155 1.84485 -4.87950  0.370
H -0.64280 2.19391 -5.03778  0.282
H -2.27627 2.37628 -2.40890  0.370
H -0.57297 2.79245 -2.53963  -0.039
H 1.26745 -0.98093 -2.45621  0.395
H 1.43109 0.55262 -1.60584  -0.929
H 1.53759 0.17753 -4.67448  0.366
H 2.90316 0.59835 -3.62424  0.356
H 1.59228 1.75065 -3.87461  0.261
H -1.36502 -0.70280 -5.24952  0.421
H -3.53945 -1.38201 0.35966  -0.239
H -4.45775 -2.04820 -0.98983  0.542
H -3.61383 0.91088 -0.65725  0.074
H -5.26502 0.30084 -0.54184  0.454
H -4.42489 0.29177 -2.09746  0.365
H -0.54106 -2.79400 -0.06292  -0.506
H -0.31921 -3.33482 -1.72233  0.675
H -2.73525 -4.04343 0.08108  0.258
H -1.39101 -5.13230 -0.24792  0.404
H -2.48066 -4.66751 -1.55503  0.395
H -4.31761 -3.36456 -2.92511  0.390
H -5.30799 -5.26652 -4.15308  0.376
H -4.35423 -5.96524 -6.33497  0.374
H -2.40409 -4.74482 -7.26416  0.361
H -1.42058 -2.85568 -6.02163  0.376
B -2.03074 -2.12561 2.80822  0.250
N -0.79068 -2.11698 3.76331  -0.390
C -0.51597 -2.88042 4.82921  -0.147
C 0.69791 -2.47816 5.36091  -1.510
C 1.10699 -1.43164 4.52737  -0.268
N 0.20745 -1.21824 3.55806  0.167
N -2.79974 -0.78103 2.99403  0.144
C -4.01289 -0.53687 3.51497  -0.129
C -4.20613 0.83382 3.55806  -1.529
C -3.02398 1.36339 3.02990  -0.799
N -2.17711 0.38733 2.68078  -0.164
H -2.75663 -3.05101 3.10195  -0.199
H -1.61583 -2.17494 1.65297  -0.217
H -1.20267 -3.65298 5.13736  0.461
H 1.21146 -2.88162 6.21780  0.421
H 1.99795 -0.82239 4.58852  0.467
H -4.64916 -1.35435 3.82031  0.452
H -5.07073 1.37528 3.90620  0.456
H -2.75973 2.40111 2.89476  0.676
N -0.96223 1.67436 0.15901  0.361
C -1.40051 2.74520 0.26152  0.043
C -1.91658 4.04651 0.30915  0.527
C -1.30057 5.07544 -0.47783  -0.176
N -0.81218 5.90886 -1.11221  -0.709
C -3.06887 4.36122 1.09759  -0.243
N -3.99910 4.61433 1.73427  -0.660

The charge is -1. The energy above the lowest of the compared OMol25 structures with the same formula, charge and spin comes out at 9.6 kJ/mol. As for the HOMO energy: -5.0 eV. The calculation puts the lowest unoccupied orbital energy at 2.436 eV. For the total energy, the calculation gives -193311.0286 eV. The spin multiplicity is 1.

---

no.,maximum force (eV Å⁻¹)
1,0.93
2,1.42